Here is a structure of composition C46H43AsBCl2N7O3P2Se2Sr from the Open Molecules 2025 dataset. Energies are from wB97M-V/def2-TZVPD.

## Properties
Kohn-Sham gap: 0.2475 Eh
HOMO energy: -3.086 eV
energy relative to the best compared isomer or geometry (same formula, charge and spin): 2.7 kcal/mol
energy: -301648.079 eV
net charge: -2

Geometry as XYZ:
```
108
Properties=species:S:1:pos:R:3:forces:R:3:mulliken_charge:R:1
Sr -0.8370 1.8459 -0.2907 0.106 -0.219 -0.083 1.40
Cl -5.2948 4.5740 0.9714 0.008 0.004 -0.011 -0.30
C -4.4573 4.8404 -0.5377 -0.070 -0.033 0.037 0.67
C -4.8347 5.9300 -1.3253 -0.002 0.021 -0.028 -0.52
C -4.2090 6.1715 -2.5127 -0.036 0.072 -0.032 0.72
Cl -4.7187 7.5413 -3.4825 0.006 -0.007 -0.001 -0.33
C -3.1596 5.3372 -2.9626 0.026 -0.085 0.055 -0.14
C -2.4538 5.5178 -4.1708 -0.008 0.049 -0.042 -0.81
C -1.4497 4.6573 -4.5019 0.028 0.002 -0.051 -1.08
C -1.1279 3.6062 -3.6241 -0.062 0.018 0.045 -0.44
N -1.7667 3.4063 -2.4966 0.090 -0.063 0.105 1.31
C -2.7780 4.2430 -2.1519 -0.011 0.023 -0.024 -0.56
C -3.4431 3.9448 -0.8913 -0.063 0.070 -0.009 -0.66
O -3.1047 2.9377 -0.1941 0.133 -0.167 0.092 0.13
H -5.6279 6.5832 -0.9877 -0.001 -0.014 0.014 0.43
H -2.7179 6.3427 -4.8195 -0.004 -0.005 0.007 0.38
H -0.8936 4.7706 -5.4227 0.009 -0.015 0.006 0.46
H -0.3311 2.9157 -3.8621 0.028 0.007 -0.032 0.16
Se 4.9920 -0.9119 1.4656 0.013 0.068 0.080 -0.35
P 3.4449 -2.1527 0.7508 0.115 -0.097 -0.123 1.05
C 3.4021 -3.8003 1.5310 0.029 0.077 -0.060 0.20
C 2.2720 -4.5968 1.3612 0.003 -0.010 -0.035 -0.20
C 2.2374 -5.8679 1.9093 -0.021 -0.038 0.039 -0.59
C 3.3286 -6.3454 2.6267 0.003 -0.013 0.013 -0.51
C 4.4499 -5.5490 2.8003 -0.010 -0.044 -0.016 -0.64
C 4.4863 -4.2730 2.2545 0.021 0.028 0.006 -0.43
C 3.6671 -2.4789 -1.0219 -0.023 -0.134 0.072 0.56
C 4.2326 -3.6731 -1.4585 -0.052 0.088 0.041 -0.62
C 4.4725 -3.8693 -2.8109 0.001 -0.009 -0.040 -0.56
C 4.1388 -2.8809 -3.7260 0.026 -0.063 -0.001 -0.67
C 3.5723 -1.6900 -3.2923 -0.015 0.108 0.025 -0.66
C 3.3454 -1.4832 -1.9410 -0.001 -0.032 -0.047 -0.23
C 1.7767 -1.5263 0.8766 0.183 0.020 0.070 0.72
C 1.1013 -0.7490 1.8223 -0.133 0.081 0.072 -0.90
N -0.0846 -0.4413 1.2720 -0.143 0.235 0.027 0.08
N -0.1356 -0.9940 0.0722 -0.262 -0.061 -0.063 -0.24
N 0.9615 -1.6684 -0.1861 0.080 0.014 -0.088 -0.60
P 1.3785 -0.1795 3.5058 0.159 -0.034 -0.132 0.14
Se -0.3845 -0.0140 4.6573 -0.160 0.038 0.080 -0.39
C 2.4515 -1.4240 4.2819 0.007 -0.026 -0.124 0.32
C 1.9166 -2.7004 4.4501 -0.036 -0.017 -0.007 -0.55
C 2.6495 -3.6863 5.0848 -0.020 0.001 0.049 -0.59
C 3.9171 -3.3961 5.5752 0.003 0.024 -0.010 -0.50
C 4.4527 -2.1289 5.4063 0.041 -0.070 0.023 -0.77
C 3.7273 -1.1453 4.7474 0.004 0.057 0.015 0.09
C 2.2815 1.3811 3.4031 -0.007 -0.067 0.080 0.63
C 2.5281 2.0749 4.5892 0.010 0.022 0.017 -0.20
C 3.1234 3.3210 4.5459 0.023 0.017 -0.007 -0.73
C 3.4416 3.8953 3.3179 -0.001 -0.004 -0.038 -0.50
C 3.1869 3.2139 2.1407 -0.039 0.030 0.047 -0.77
C 2.6211 1.9471 2.1835 -0.029 -0.052 -0.031 -0.02
H 1.4292 -4.2138 0.7973 -0.019 -0.005 0.005 0.39
H 1.3587 -6.4882 1.7823 -0.003 0.011 -0.009 0.39
H 3.2975 -7.3386 3.0590 0.001 -0.004 -0.004 0.34
H 5.2932 -5.9175 3.3715 0.011 0.012 0.006 0.41
H 5.3403 -3.6214 2.4004 0.002 -0.008 -0.016 0.34
H 4.4794 -4.4506 -0.7463 0.015 -0.015 0.001 0.33
H 4.9099 -4.8014 -3.1485 0.003 0.001 -0.005 0.39
H 4.3114 -3.0417 -4.7834 -0.010 0.004 0.001 0.38
H 3.2812 -0.9257 -4.0031 0.001 -0.029 0.019 0.41
H 2.8857 -0.5600 -1.6149 0.003 0.013 -0.009 0.25
H 0.9154 -2.9054 4.0882 0.010 -0.017 0.010 0.33
H 2.2358 -4.6812 5.1933 0.001 0.006 0.000 0.42
H 4.4929 -4.1664 6.0740 0.008 -0.004 0.011 0.39
H 5.4488 -1.9081 5.7691 0.005 0.011 -0.003 0.37
H 4.1593 -0.1675 4.5824 0.000 -0.005 0.007 0.49
H 2.2207 1.6431 5.5345 -0.010 0.011 0.000 0.41
H 3.3091 3.8627 5.4654 -0.003 0.001 -0.006 0.37
H 3.8616 4.8926 3.2800 0.007 0.006 0.008 0.37
H 3.3716 3.6763 1.1821 0.034 0.004 -0.015 0.41
H 2.4286 1.4172 1.2605 -0.028 0.017 0.000 0.20
N -1.4458 2.7175 2.1966 -0.141 -0.019 -0.124 -0.18
N -1.0500 4.0754 2.1784 0.121 -0.167 0.019 -0.17
C -0.2041 4.5237 1.1246 0.228 0.199 0.056 0.42
O -0.1861 5.7418 0.9355 -0.004 0.014 0.037 -0.81
O 0.4821 3.6278 0.5266 -0.208 0.103 -0.013 -0.89
H -2.4419 2.6373 2.0061 0.028 0.038 -0.013 0.06
H -1.2291 2.2817 3.0855 0.062 0.024 0.015 0.20
H -1.7776 4.7423 2.3789 -0.045 0.043 0.031 0.26
B 1.0423 0.6882 -4.9642 0.017 -0.062 -0.072 0.53
C 0.9011 0.8759 -3.3955 0.081 -0.020 0.022 -0.27
N 0.7933 1.0653 -2.2594 -0.140 0.034 0.021 -0.48
H 0.0252 1.1149 -5.4780 -0.014 0.031 0.009 -0.17
H 2.0128 1.3272 -5.3266 0.018 0.001 0.005 -0.24
H 1.1753 -0.4942 -5.2124 0.007 -0.005 0.023 -0.18
C -5.3223 0.2520 0.1785 -0.077 0.031 0.002 -1.17
As -3.4310 -0.1759 -0.0674 -0.038 0.004 0.063 0.58
C -3.5503 -2.1242 0.0337 0.020 -0.068 -0.029 -1.34
C -3.3328 0.0720 -2.0428 0.007 0.036 -0.015 -0.39
C -4.2407 -0.7884 -2.8504 0.026 -0.031 0.022 0.12
C -3.8332 -2.0509 -3.2828 0.035 0.000 -0.002 -0.37
C -4.6870 -2.8678 -4.0053 -0.039 -0.026 -0.024 -0.71
C -5.9729 -2.4412 -4.3130 0.015 -0.021 -0.004 -0.38
C -6.3883 -1.1852 -3.8960 -0.024 -0.008 -0.009 -0.73
C -5.5298 -0.3684 -3.1745 -0.051 0.027 -0.003 -0.30
H -5.9634 -0.3162 -0.4966 0.011 -0.019 0.004 0.39
H -5.4550 1.3214 0.0113 0.028 0.004 -0.001 0.16
H -5.6023 0.0317 1.2095 0.026 -0.018 -0.003 0.43
H -4.3425 -2.5281 -0.5974 -0.008 0.021 -0.008 0.37
H -3.7315 -2.4060 1.0715 0.001 0.038 0.013 0.46
H -2.5875 -2.5369 -0.2676 0.004 0.002 0.003 0.28
H -2.2885 -0.0964 -2.3196 -0.008 -0.018 -0.021 0.61
H -3.5590 1.1300 -2.1897 0.061 0.010 0.002 0.07
H -2.8280 -2.3855 -3.0534 0.000 0.007 0.001 0.47
H -4.3460 -3.8413 -4.3363 0.008 0.001 0.004 0.37
H -6.6398 -3.0787 -4.8804 -0.002 0.000 -0.002 0.36
H -7.3844 -0.8352 -4.1394 0.001 0.008 0.002 0.37
H -5.8582 0.6168 -2.8636 0.016 0.002 0.004 0.48
```
Forces are in eV/Å.

=====

Here is a structure of composition C21H27B3F6NO23P in a non-equilibrium geometry from the Open Molecules 2025 dataset. Energies are from wB97M-V/def2-TZVPD.

## Properties
Kohn-Sham gap: 0.3121 Eh
HOMO energy: -8.229 eV
energy: -98425.970 eV

Geometry as XYZ:
```
82
Properties=species:S:1:pos:R:3:forces:R:3:mulliken_charge:R:1
C -1.0305 -2.4150 -0.5678 -0.678 0.295 -0.276 -0.89
C -1.1194 -1.0806 -0.7868 0.716 -0.019 0.406 0.12
C -0.1746 -0.1751 -0.0339 0.255 -0.106 -1.731 -0.39
B -1.0055 0.4976 1.1060 0.592 0.785 -0.594 0.91
O -2.3663 0.7876 0.9775 0.232 -0.386 0.086 -0.44
B -3.0005 -0.0199 1.8746 -0.426 -0.390 -0.279 0.53
O -2.1846 -0.7416 2.7581 -0.631 0.827 0.442 -0.31
B -1.2236 0.1558 3.2492 0.067 -0.791 0.631 0.10
P -1.1396 0.4450 5.1598 1.273 1.160 1.003 0.62
N -0.2075 1.6001 5.5665 0.009 -0.129 -0.210 -0.86
O -0.7393 -0.9614 5.8776 -0.774 -0.118 -0.810 -0.42
O -2.6621 0.8050 5.5735 0.093 -1.228 -0.518 -0.52
O -0.4501 0.8023 2.3574 -0.199 -0.173 -0.367 -0.38
H -0.1049 -2.9235 -0.7994 0.623 -0.021 1.706 0.32
H -1.8905 -2.9562 -0.1871 -0.427 -0.670 -1.623 0.12
H -1.8237 -0.5994 -1.4550 -1.219 0.023 1.046 0.40
H 0.6047 -0.7946 0.4020 0.358 0.195 0.087 0.34
H 0.2363 0.5743 -0.7234 0.272 0.264 0.271 0.01
H -4.1789 -0.1040 1.9278 -0.057 -0.064 -0.053 -0.12
H 0.5199 1.3130 6.2087 0.029 0.253 0.043 0.28
H -0.1270 -1.4301 5.2859 0.027 -0.075 0.442 0.30
H -3.2332 0.1033 5.2081 -0.192 0.313 0.263 0.33
C 1.9039 -2.2338 8.0619 -0.216 0.307 0.144 -0.50
C 3.2060 -2.9884 8.1405 -0.144 -0.651 0.387 0.47
O 3.3749 -3.4506 6.8051 0.024 0.463 -0.004 -0.34
C 2.7531 -2.5511 6.0015 0.013 -0.036 -0.129 0.68
O 2.9081 -2.4722 4.8263 -0.074 -0.021 -0.070 -0.56
O 1.9303 -1.7450 6.7136 0.161 -0.262 0.050 -0.20
F 3.1079 -4.0633 8.9722 -0.043 -0.052 -0.145 -0.32
H 1.0395 -2.8859 8.1969 0.098 -0.129 -0.016 0.31
H 1.8441 -1.4146 8.7728 0.057 0.167 -0.199 0.30
H 4.0605 -2.3828 8.4212 -0.137 -0.353 0.119 0.21
C -0.9871 0.2854 -5.7107 0.267 0.165 -0.114 -0.23
C -0.9979 0.8118 -4.2965 -0.417 -0.380 -0.105 0.58
O -0.3301 -0.2154 -3.5826 0.288 0.356 -0.188 0.03
C 0.5369 -0.8043 -4.4593 0.087 -0.253 -0.117 0.44
O 1.4308 -1.5134 -4.1361 -0.009 -0.063 0.095 -0.57
O 0.2421 -0.4650 -5.7317 -0.073 0.188 0.322 -0.42
F -2.2607 0.9378 -3.8110 0.086 0.165 0.143 -0.32
H -1.8147 -0.3772 -5.9098 -0.076 -0.064 0.206 0.18
H -0.9747 1.0759 -6.4550 0.309 -0.066 -0.064 0.21
H -0.4712 1.7517 -4.1591 -0.100 0.072 0.068 0.19
C 7.3508 -0.8476 5.6997 0.270 -0.263 -0.080 -0.40
C 7.1988 0.6259 5.9900 -0.201 0.071 -0.353 0.27
O 5.9040 0.6873 6.5692 0.284 -0.146 0.311 -0.29
C 5.6830 -0.5094 7.1661 -0.178 -0.039 -0.044 0.64
O 4.8194 -0.7199 7.9570 0.231 0.509 -0.168 -0.57
O 6.5729 -1.4347 6.7506 0.020 0.220 -0.023 -0.30
F 7.2160 1.3671 4.8600 -0.033 0.041 0.050 -0.28
H 6.9231 -1.1199 4.7343 -0.075 0.163 -0.014 0.29
H 8.3823 -1.1863 5.7412 -0.056 -0.112 0.210 0.26
H 7.9290 1.0279 6.6941 0.006 0.100 -0.059 0.28
C 1.6013 4.4239 -1.6630 0.009 0.051 0.379 -0.32
C 2.0722 3.4894 -2.7510 -0.248 0.057 -0.174 0.18
O 2.1711 4.3460 -3.8709 0.268 -0.011 0.302 -0.32
C 2.4436 5.5986 -3.3918 -0.048 0.261 -0.038 0.59
O 2.8405 6.4967 -4.0475 -0.044 0.022 -0.068 -0.48
O 2.2000 5.6615 -2.0569 -0.014 -0.273 -0.161 -0.34
F 1.1562 2.5196 -3.0158 0.142 0.042 0.044 -0.17
H 0.5151 4.5290 -1.6582 -0.013 -0.114 -0.136 0.27
H 1.9342 4.1260 -0.6721 0.136 0.173 -0.004 0.29
H 3.0405 3.0248 -2.5608 -0.066 -0.164 -0.034 0.26
C -3.7588 3.2848 -8.6431 0.255 0.259 -0.098 -0.43
C -4.8186 3.0204 -7.6005 -0.267 -0.145 -0.246 0.32
O -4.7838 1.6097 -7.4805 0.334 0.232 0.169 -0.30
C -3.5159 1.2144 -7.7879 -0.045 -0.240 -0.125 0.68
O -3.0621 0.1503 -7.5417 -0.319 0.035 -0.382 -0.49
O -2.8364 2.2162 -8.4054 -0.225 0.059 0.131 -0.32
F -6.0472 3.4002 -8.0241 -0.014 -0.029 0.051 -0.29
H -4.1558 3.2057 -9.6558 -0.164 -0.048 0.066 0.29
H -3.2758 4.2511 -8.5242 0.182 -0.111 0.069 0.27
H -4.6193 3.4714 -6.6268 -0.121 0.047 0.007 0.27
C -4.4276 -3.6021 -2.2790 0.018 0.073 0.377 -0.41
C -3.9243 -4.5455 -3.3439 -0.318 -0.050 -0.184 0.35
O -3.8497 -3.7072 -4.4835 0.301 0.053 0.313 -0.31
C -3.6195 -2.4422 -4.0301 -0.005 0.194 -0.015 0.58
O -3.2435 -1.5418 -4.6989 -0.135 -0.147 -0.054 -0.51
O -3.8689 -2.3553 -2.6994 -0.052 -0.211 -0.136 -0.27
F -4.8043 -5.5474 -3.5856 0.038 -0.003 -0.049 -0.30
H -5.5165 -3.5332 -2.2789 -0.009 -0.118 -0.143 0.26
H -4.0861 -3.8657 -1.2813 0.150 0.175 -0.018 0.25
H -2.9403 -4.9718 -3.1430 -0.039 -0.111 -0.023 0.28
```
Forces are in eV/Å.